# 1
Entry from OMol25: a 7-piece molecular cluster, C22H54BO12 overall (the ωB97M-V functional and the def2-TZVPD basis).

```
! wB97M-V def2-TZVPD RIJCOSX def2/J DEFGRID3
* xyz -1 1
C 0.70 1.16 0.31
O 1.71 0.14 0.74
C 1.04 -0.54 1.89
C 1.91 -1.78 2.52
C 1.03 -2.98 3.19
C -0.20 -2.49 4.16
C -0.34 -3.40 5.55
O -0.16 -2.49 6.72
B 0.40 -1.23 6.18
C -0.13 0.22 6.80
C 0.84 0.84 7.97
O 1.86 0.07 8.42
O 0.56 2.19 8.48
C 1.19 3.18 7.59
C 2.80 3.46 7.44
O 0.36 3.93 6.83
O -0.16 -1.17 4.81
H 0.07 1.58 1.22
H 1.21 2.11 -0.20
H -0.09 0.64 -0.40
H 0.98 0.29 2.75
H -0.09 -0.81 1.65
H 2.77 -1.43 3.27
H 2.50 -2.27 1.60
H 0.65 -3.71 2.34
H 1.77 -3.61 3.88
H -1.23 -2.56 3.59
H -1.51 -3.60 5.62
H 0.25 -4.41 5.58
H 1.56 -1.22 5.98
H -0.08 0.99 5.88
H -1.26 0.13 7.09
H 2.95 4.44 6.77
H 3.37 3.66 8.44
H 3.35 2.57 6.86
C 4.14 0.68 -2.85
C 2.76 0.89 -2.26
O 2.02 1.78 -3.08
H 4.68 1.63 -2.93
H 4.73 -0.01 -2.23
H 4.07 0.26 -3.86
H 2.84 1.32 -1.26
H 2.21 -0.05 -2.19
H 1.95 1.38 -3.96
C -0.80 -1.68 -3.92
C 0.09 -0.45 -3.95
O 1.37 -0.79 -4.46
H -0.35 -2.47 -3.31
H -1.79 -1.44 -3.52
H -0.92 -2.09 -4.93
H 0.22 -0.06 -2.94
H -0.35 0.33 -4.57
H 1.24 -1.13 -5.36
C 2.91 -4.60 -5.77
C 1.53 -4.38 -5.19
O 0.79 -3.49 -6.00
H 3.44 -3.64 -5.86
H 3.49 -5.28 -5.15
H 2.84 -5.01 -6.79
H 1.60 -3.95 -4.19
H 0.98 -5.33 -5.11
H 0.72 -3.89 -6.89
C 1.34 3.43 -7.22
C 1.68 4.54 -6.24
O 0.83 4.46 -5.11
H 0.29 3.52 -7.54
H 1.98 3.48 -8.10
H 1.45 2.45 -6.75
H 1.55 5.52 -6.71
H 2.72 4.45 -5.91
H 0.96 3.59 -4.70
C -4.33 -1.30 2.70
C -3.18 -0.33 2.59
O -3.03 0.10 1.24
H -4.16 -2.17 2.06
H -4.45 -1.64 3.74
H -5.26 -0.84 2.37
H -2.24 -0.80 2.90
H -3.34 0.55 3.22
H -3.86 0.52 0.98
C -6.57 3.05 -1.53
C -5.62 1.88 -1.37
O -6.24 0.83 -0.65
H -6.88 3.42 -0.54
H -6.10 3.86 -2.08
H -7.48 2.74 -2.05
H -4.72 2.19 -0.83
H -5.31 1.49 -2.35
H -7.03 0.56 -1.14
*
```

=====

# 2
Entry from OMol25: a 9-piece molecular cluster, C22H54F7N8O16S4 overall (the ωB97M-V functional and the def2-TZVPD basis).

Energy above the lowest of the compared OMol25 structures with the same formula, charge and spin ... 995.0 kJ/mol

```
! wB97M-V def2-TZVPD RIJCOSX def2/J DEFGRID3
* xyz 3 1
C -2.90 -3.28 -2.54
C -1.93 -4.35 -2.77
O -1.95 -4.99 -3.82
N -0.93 -4.68 -1.69
H -0.54 -3.81 -1.35
H -1.45 -5.13 -0.95
C 0.16 -5.57 -2.28
H -2.90 -2.92 -1.51
H -3.90 -3.70 -2.65
H -2.69 -2.54 -3.31
H 0.87 -5.95 -1.53
H 0.66 -5.17 -3.16
H -0.41 -6.45 -2.58
C 3.31 2.41 -6.26
C 4.18 2.92 -5.17
O 4.65 4.07 -5.18
N 4.46 1.98 -3.99
H 4.84 1.08 -4.26
H 5.06 2.57 -3.43
C 3.20 1.69 -3.20
H 2.37 2.07 -5.83
H 3.60 1.63 -6.96
H 3.04 3.28 -6.86
H 2.63 2.61 -3.03
H 3.54 1.16 -2.32
H 2.61 1.03 -3.84
C 3.42 -3.43 0.75
C 2.23 -2.82 1.44
O 2.19 -1.77 2.15
N 0.97 -3.63 1.23
H 0.48 -3.26 0.42
H 1.37 -4.49 0.87
C 0.05 -3.78 2.37
H 4.31 -2.80 0.76
H 3.17 -3.54 -0.30
H 3.51 -4.46 1.12
H -0.39 -2.82 2.62
H 0.63 -4.14 3.22
H -0.74 -4.48 2.09
C -3.66 -2.96 3.19
C -4.49 -2.82 4.38
O -5.67 -2.55 4.34
N -3.72 -2.85 5.73
H -3.95 -3.56 6.41
H -2.76 -3.13 5.60
C -3.70 -1.41 6.35
H -4.23 -3.15 2.28
H -3.04 -3.85 3.35
H -3.09 -2.05 3.02
H -4.73 -1.10 6.51
H -3.26 -0.86 5.52
H -3.15 -1.41 7.30
C 0.52 2.44 7.33
C -0.13 1.77 6.19
O -1.32 1.77 5.96
N 0.80 0.96 5.34
H 1.73 1.36 5.41
H 0.87 -0.02 5.58
C 0.32 0.95 3.84
H 0.02 3.36 7.64
H 1.58 2.64 7.15
H 0.38 1.76 8.16
H -0.72 0.66 3.73
H 1.07 0.53 3.17
H 0.22 1.98 3.50
C -3.80 2.60 -0.90
C -5.05 3.46 -1.29
O -5.94 3.06 -2.03
N -5.09 4.85 -0.74
H -4.29 5.09 -0.16
H -5.15 5.54 -1.48
C -6.26 4.99 0.24
H -4.12 1.57 -1.03
H -3.59 2.80 0.16
H -2.99 2.81 -1.59
H -6.28 4.09 0.86
H -7.20 5.06 -0.31
H -6.09 5.84 0.90
C 1.39 2.82 0.18
O 2.24 3.54 -0.73
O 2.00 3.09 1.38
C -0.19 2.91 -0.14
F -0.82 2.15 0.70
F -0.68 4.14 0.05
F -0.50 2.50 -1.37
C 1.97 4.88 -1.14
C 2.89 5.31 -2.25
H 2.71 4.90 -3.25
H 2.72 6.37 -2.45
H 3.94 5.38 -1.98
H 1.91 5.45 -0.21
H 0.96 5.02 -1.53
H 1.67 1.79 -0.05
N 5.07 -0.68 -4.32
S 3.89 -1.66 -5.23
O 2.52 -1.14 -5.13
O 4.18 -3.05 -5.42
F 4.32 -1.06 -6.61
S 5.04 -1.59 -3.10
O 6.21 -2.41 -3.00
O 3.77 -1.99 -2.48
F 5.43 -0.40 -2.10
N -0.21 -2.22 -0.77
S 0.43 -1.21 -1.75
O 1.65 -0.53 -1.24
O -0.39 -0.59 -2.76
F 1.13 -2.48 -2.56
S -1.13 -1.03 0.07
O -2.15 -0.21 -0.58
O -0.60 -0.65 1.35
F -2.20 -2.13 0.57
*
```

=====

# 3
Entry from OMol25: a 5-piece molecular cluster, C22H54NO13S4 overall (the ωB97M-V functional and the def2-TZVPD basis).

```
! wB97M-V def2-TZVPD RIJCOSX def2/J DEFGRID3
* xyz -1 1
C 1.50 4.67 2.89
N 1.13 4.00 4.11
C 1.88 2.82 4.39
C 0.96 1.62 4.66
C 0.32 0.94 3.44
C 1.05 1.03 2.10
C 2.21 0.03 1.85
C 2.90 -0.57 3.07
C 3.90 -1.66 2.66
C 5.26 -1.16 2.15
O 5.41 0.24 2.26
C 6.78 0.58 2.09
H 1.83 5.71 3.07
H 2.35 4.19 2.36
H 0.65 4.75 2.20
H 2.48 2.93 5.33
H 2.62 2.58 3.61
H 0.16 2.03 5.26
H 1.45 0.87 5.30
H 0.19 -0.11 3.67
H -0.68 1.32 3.28
H 1.39 2.03 1.87
H 0.30 0.81 1.34
H 1.89 -0.78 1.19
H 2.99 0.55 1.31
H 3.40 0.23 3.60
H 2.20 -1.02 3.77
H 3.43 -2.25 1.88
H 4.07 -2.31 3.52
H 5.41 -1.46 1.11
H 6.06 -1.65 2.72
H 7.16 -0.03 1.27
H 6.89 1.63 1.86
H 7.32 0.28 2.99
O -0.32 -0.69 -0.52
S -1.37 -1.64 -0.33
O -1.11 -3.05 -0.47
O -2.59 -1.24 -1.28
C -2.31 -1.03 -2.68
C -2.15 -2.33 -3.44
C -2.16 -1.34 1.21
H -1.43 -0.39 -2.79
H -3.16 -0.48 -3.07
H -1.25 -2.87 -3.13
H -2.07 -2.13 -4.51
H -3.00 -2.99 -3.26
H -2.38 -0.28 1.28
H -1.46 -1.64 1.99
H -3.06 -1.94 1.26
O -4.87 3.73 -3.11
S -5.54 2.63 -3.73
O -4.79 1.51 -4.22
O -6.47 3.19 -4.90
C -5.85 4.06 -5.87
C -5.02 3.31 -6.88
C -6.82 2.04 -2.68
H -5.26 4.82 -5.35
H -6.68 4.57 -6.36
H -4.14 2.86 -6.42
H -4.68 3.99 -7.67
H -5.60 2.50 -7.34
H -7.42 2.89 -2.35
H -6.34 1.55 -1.84
H -7.43 1.33 -3.24
O -3.79 -2.44 -6.70
S -4.99 -3.15 -6.99
O -5.40 -4.27 -6.19
O -4.96 -3.60 -8.53
C -3.79 -4.31 -8.98
C -3.80 -5.77 -8.55
C -6.33 -2.01 -7.12
H -2.89 -3.81 -8.63
H -3.81 -4.24 -10.06
H -3.70 -5.87 -7.47
H -2.98 -6.30 -9.02
H -4.74 -6.24 -8.84
H -6.02 -1.19 -7.77
H -6.53 -1.65 -6.12
H -7.19 -2.53 -7.52
O 6.25 1.18 9.32
S 6.74 0.19 8.41
O 7.95 0.42 7.68
O 5.59 -0.25 7.43
C 4.86 0.78 6.70
C 5.65 1.32 5.53
C 6.89 -1.35 9.27
H 4.56 1.57 7.38
H 3.96 0.29 6.35
H 6.52 1.89 5.86
H 5.02 1.98 4.92
H 6.01 0.51 4.90
H 5.96 -1.54 9.79
H 7.71 -1.25 9.97
H 7.10 -2.13 8.54
*
```

=====

no.,electronic energy (a.u.),gap between HOMO and LUMO (eV),highest occupied orbital energy (eV)
1,-1798.1532,6.16,-4.436
2,-4803.0333,3.52,-11.488
3,-3496.1270,2.43,-1.031